Entry from the OMol25 dataset: a gas-phase ion, C6H5N6O3 (charge -1) (ωB97M-V with the def2-TZVPD basis set).

## Properties
Kohn-Sham gap = 0.3065 Ha
HOMO level = -5.042 eV
net charge = -1

The geometry in XYZ format:
```
20
C6H5N6O3, DFT ωB97M-V with the def2-TZVPD basis set
C -0.339 0.512 -1.021
C -0.105 -0.496 -0.149
C -1.013 1.745 -0.650
C -1.372 0.537 1.376
C -3.005 1.439 2.582
C 0.676 -1.727 -0.579
N -0.579 -0.498 1.109
N -2.203 0.485 2.477
N -3.950 1.773 3.372
N -2.261 2.630 1.151
N -1.540 1.643 0.637
N -5.032 2.527 3.118
O -5.150 3.187 2.102
O -1.141 2.764 -1.298
O -5.805 2.454 4.030
H 0.150 0.306 -2.039
H 1.118 -1.629 -1.495
H -0.040 -2.616 -0.788
H 1.189 -2.238 0.245
H -2.886 2.885 0.457
```